[1]
This record from the Open Molecules 2025 dataset describes a 2-piece molecular cluster, H4O2 overall in a non-equilibrium geometry. The level of theory is wB97M-V/def2-TZVPD.

The value obtained for the total energy is -4159.66901 eV. The SMILES is O.O. The value obtained for the relative energy (zero: lowest compared OMol25 entry of this formula, charge and spin) is 26.0 kJ/mol.

Structure (ORCA input):
```
! RIJCOSX wB97M-V def2-TZVPD def2/J DEFGRID3
* xyz 0 1
O -0.010 -1.390 -0.599
H 0.011 -2.222 -0.074
H -0.189 -0.633 -0.053
O 0.135 1.230 -0.130
H -0.505 1.906 0.107
H 0.558 1.108 0.749
*
```

---

[2]
This record from the Open Molecules 2025 dataset describes C42H58BrMnP3Si as an isolated structure in a non-equilibrium geometry. The level of theory is wB97M-V/def2-TZVPD.

The value obtained for the total energy is -181598.66222 eV. The value obtained for the relative energy (zero: lowest compared OMol25 entry of this formula, charge and spin) is 3.2 kJ/mol.

Structure (ORCA input):
```
! RIJCOSX wB97M-V def2-TZVPD def2/J DEFGRID3
* xyz 1 5
Mn -0.475 -0.076 -0.449
C 3.454 -0.862 -1.632
C 2.946 0.403 -2.329
C 4.122 1.346 -2.574
P 1.515 1.095 -1.344
C 0.754 2.470 -2.358
C 0.097 1.780 -3.565
C 1.543 3.694 -2.807
C 2.367 1.705 0.167
C 3.190 2.829 0.209
C 3.859 3.170 1.375
C 3.727 2.388 2.513
C 2.901 1.275 2.487
C 2.209 0.925 1.329
Si 0.923 -0.476 1.347
C 1.789 -2.149 1.280
C 2.809 -2.539 2.144
C 3.391 -3.791 2.021
C 2.956 -4.659 1.030
C 1.947 -4.281 0.157
C 1.358 -3.022 0.272
P -0.036 -2.407 -0.752
C -1.394 -3.617 -0.350
C -1.230 -5.046 -0.863
C -1.587 -3.624 1.172
C 0.436 -2.584 -2.558
C 1.459 -3.657 -2.920
C -0.812 -2.697 -3.439
C -0.220 -0.331 2.857
C -0.113 -1.134 3.989
C -1.053 -1.049 5.006
C -2.117 -0.166 4.889
C -2.234 0.645 3.768
C -1.286 0.580 2.752
P -1.246 1.650 1.259
C -2.950 2.332 0.909
C -2.965 2.896 -0.522
C -3.571 3.364 1.849
C -0.210 3.080 1.899
C -0.144 4.241 0.905
C -0.577 3.588 3.294
H 4.160 -1.388 -2.276
H 2.647 -1.547 -1.378
H 3.973 -0.604 -0.706
H 2.510 0.127 -3.295
H 4.665 1.534 -1.650
H 3.828 2.299 -3.007
H 4.814 0.867 -3.269
H -0.056 2.804 -1.701
H 0.837 1.521 -4.324
H -0.640 2.442 -4.022
H -0.414 0.862 -3.259
H 2.276 3.437 -3.569
H 2.043 4.201 -1.984
H 0.848 4.409 -3.252
H 3.316 3.450 -0.666
H 4.492 4.048 1.391
H 4.250 2.656 3.422
H 2.758 0.690 3.390
H 3.159 -1.857 2.911
H 4.185 -4.090 2.694
H 3.410 -5.637 0.931
H 1.638 -4.974 -0.611
H -2.276 -3.175 -0.819
H -0.418 -5.561 -0.351
H -1.060 -5.096 -1.936
H -2.149 -5.595 -0.649
H -0.817 -4.232 1.651
H -2.560 -4.049 1.422
H -1.532 -2.624 1.607
H 0.890 -1.606 -2.761
H 1.047 -4.658 -2.791
H 2.375 -3.571 -2.339
H 1.720 -3.544 -3.974
H -1.214 -3.710 -3.427
H -0.551 -2.461 -4.472
H -1.595 -2.014 -3.120
H 0.695 -1.855 4.060
H -0.968 -1.683 5.880
H -2.859 -0.106 5.674
H -3.073 1.322 3.696
H -3.566 1.431 0.928
H -2.593 3.923 -0.543
H -3.987 2.904 -0.903
H -2.362 2.298 -1.203
H -3.020 4.303 1.843
H -3.660 3.019 2.877
H -4.579 3.576 1.488
H 0.785 2.647 1.973
H -1.119 4.712 0.770
H 0.229 3.920 -0.067
H 0.541 5.000 1.286
H -1.551 4.073 3.316
H 0.169 4.329 3.591
H -0.564 2.793 4.035
Br -6.984 -1.171 -1.556
C -5.118 -0.840 -1.429
C -4.427 -0.336 -2.518
C -3.061 -0.105 -2.415
C -2.343 -0.357 -1.240
C -3.094 -0.875 -0.171
C -4.459 -1.116 -0.244
H -4.951 -0.126 -3.441
H -2.563 0.292 -3.293
H -2.603 -1.109 0.774
H -5.007 -1.506 0.606
*
```

---

[3]
This record from the Open Molecules 2025 dataset describes C3H7N2 as an isolated structure in a non-equilibrium geometry. The level of theory is wB97M-V/def2-TZVPD.

The value obtained for the total energy is -6194.45380 eV. The value obtained for the relative energy (zero: lowest compared OMol25 entry of this formula, charge and spin) is 295.0 kJ/mol.

Structure (ORCA input):
```
! RIJCOSX wB97M-V def2-TZVPD def2/J DEFGRID3
* xyz 1 1
C 0.643 0.559 1.108
C 0.491 -0.554 -1.009
C -0.489 0.718 0.252
N 0.888 0.805 -0.271
N -0.803 -0.554 -0.351
H 0.724 1.516 1.644
H 0.935 -0.259 1.836
H 0.575 -0.409 -2.077
H 1.023 -1.463 -0.662
H -1.362 1.410 0.220
H -1.521 -0.534 -0.986
H -1.103 -1.234 0.295
*
```

---

[4]
This record from the Open Molecules 2025 dataset describes one molecule with the formula C21H33N3O3. The level of theory is wB97M-V/def2-TZVPD.

The value obtained for the total energy is -32926.78868 eV. The SMILES is Cc1ccc2c(c1)NC(=O)[C@@H](CC(=O)NCCN(CC(C)C)CC(C)C)O2. The value obtained for the relative energy (zero: lowest compared OMol25 entry of this formula, charge and spin) is 66.3 kJ/mol.

Structure (ORCA input):
```
! RIJCOSX wB97M-V def2-TZVPD def2/J DEFGRID3
* xyz 0 1
C 0.901 -0.056 -7.808
C 1.565 -0.145 -6.467
C 2.880 0.267 -6.291
C 3.488 0.216 -5.049
C 2.785 -0.257 -3.953
C 1.470 -0.699 -4.124
C 0.869 -0.634 -5.370
N 0.819 -1.267 -3.023
C 1.322 -1.224 -1.770
O 0.844 -1.853 -0.849
C 2.509 -0.272 -1.624
C 3.293 -0.565 -0.347
C 2.452 -0.102 0.839
O 2.120 1.059 0.962
N 2.150 -1.065 1.733
C 1.178 -0.834 2.780
C -0.213 -1.371 2.390
N -1.252 -0.430 2.751
C -2.427 -0.467 1.897
C -2.533 0.783 1.008
C -1.332 0.899 0.076
C -3.833 0.737 0.208
C -1.544 -0.414 4.170
C -2.061 0.954 4.635
C -1.003 2.025 4.391
C -2.443 0.896 6.112
O 3.394 -0.329 -2.733
H 0.350 0.882 -7.889
H 1.637 -0.085 -8.607
H 0.196 -0.872 -7.947
H 3.439 0.639 -7.137
H 4.509 0.533 -4.912
H -0.148 -0.982 -5.483
H -0.020 -1.809 -3.186
H 2.090 0.748 -1.545
H 3.538 -1.625 -0.288
H 4.214 0.019 -0.378
H 2.285 -2.025 1.458
H 1.111 0.248 2.911
H 1.547 -1.290 3.702
H -0.377 -2.365 2.843
H -0.222 -1.489 1.306
H -2.407 -1.353 1.250
H -3.331 -0.538 2.512
H -2.551 1.663 1.658
H -1.254 0.015 -0.555
H -0.413 0.998 0.646
H -1.433 1.772 -0.566
H -3.933 1.626 -0.410
H -4.695 0.681 0.870
H -3.846 -0.136 -0.444
H -2.280 -1.194 4.442
H -0.620 -0.629 4.710
H -2.954 1.205 4.055
H -0.693 2.008 3.350
H -1.395 3.012 4.626
H -0.131 1.843 5.015
H -3.216 0.150 6.284
H -2.818 1.861 6.445
H -1.577 0.637 6.718
*
```

---

[5]
This record from the Open Molecules 2025 dataset describes C27H72O9 as an isolated structure in a non-equilibrium geometry. The level of theory is wB97M-V/def2-TZVPD.

The value obtained for the total energy is -47578.71467 eV. The value obtained for the relative energy (zero: lowest compared OMol25 entry of this formula, charge and spin) is 1582.1 kJ/mol.

Structure (ORCA input):
```
! RIJCOSX wB97M-V def2-TZVPD def2/J DEFGRID3
* xyz 0 1
C 4.260 0.663 1.980
C 4.842 0.114 0.684
C 4.908 -1.358 0.627
O 4.110 0.735 -0.401
H 4.733 0.223 2.868
H 3.229 0.483 2.131
H 4.492 1.647 2.103
H 5.670 0.554 0.780
H 5.542 -1.734 1.369
H 5.461 -1.507 -0.368
H 3.777 -2.090 0.827
H 4.536 1.049 -1.205
C 2.946 3.728 0.582
C 2.908 4.795 -0.540
C 3.450 4.392 -1.890
O 1.639 5.231 -0.786
H 2.414 2.916 0.347
H 2.508 4.102 1.593
H 4.114 3.654 0.653
H 3.620 5.636 -0.146
H 3.605 5.151 -2.427
H 2.915 3.831 -2.440
H 4.616 3.918 -1.674
H 1.767 6.044 -1.434
C 0.430 3.136 4.471
C -0.345 3.243 3.132
C -1.618 2.395 3.051
O -0.603 4.656 3.104
H 0.844 2.077 4.659
H -0.077 3.143 5.398
H 1.246 3.916 4.469
H 0.256 2.966 2.225
H -2.143 2.562 3.886
H -1.308 1.404 3.167
H -2.167 2.439 2.343
H -1.023 4.799 2.098
C 0.625 -1.331 2.722
C 1.208 -2.609 2.052
C 0.895 -3.967 2.906
O 0.513 -2.682 0.808
H 0.735 -1.619 3.804
H -0.460 -1.339 2.619
H 1.075 -0.581 2.270
H 2.266 -2.731 2.090
H 1.117 -4.754 2.217
H 0.089 -4.071 3.305
H 1.486 -4.240 3.610
H 0.816 -1.921 0.339
C 0.345 -0.987 -2.365
C 0.790 0.077 -1.317
C -0.349 0.529 -0.434
O 1.838 -0.474 -0.584
H -0.070 -1.905 -1.717
H 1.265 -1.577 -2.632
H -0.351 -0.595 -3.203
H 1.301 1.087 -1.852
H -0.099 1.207 0.440
H -0.923 -0.272 0.275
H -1.213 0.886 -1.011
H 2.535 0.169 -0.330
C 0.069 -4.100 -4.524
C 1.336 -4.381 -3.662
C 1.767 -5.855 -3.680
O 2.417 -3.774 -4.369
H -0.109 -4.516 -5.407
H 0.115 -3.147 -4.608
H -0.870 -4.302 -3.851
H 1.314 -3.988 -2.628
H 1.244 -6.493 -2.904
H 2.796 -5.704 -3.284
H 1.516 -6.521 -4.490
H 2.440 -2.780 -4.158
C -2.241 4.040 -1.275
C -2.112 5.241 -0.355
C -3.275 5.304 0.568
O -1.030 5.294 0.529
H -3.100 4.085 -1.946
H -2.306 3.301 -0.553
H -1.252 3.763 -1.759
H -2.092 6.261 -1.020
H -4.174 5.347 -0.139
H -3.323 6.107 1.370
H -3.110 4.492 1.321
H -0.361 5.407 0.040
C -4.531 0.588 -2.259
C -4.213 -0.377 -1.172
C -5.239 -0.215 0.034
O -3.973 -1.674 -1.633
H -4.391 1.715 -1.911
H -5.525 0.368 -2.566
H -3.875 0.404 -3.042
H -3.174 0.107 -0.716
H -5.233 0.764 0.678
H -5.125 -0.957 1.004
H -6.263 -0.425 -0.351
H -3.391 -2.062 -1.149
C -4.023 -4.710 0.172
C -2.652 -4.332 0.543
C -1.581 -5.524 0.579
O -2.081 -3.291 -0.265
H -4.052 -5.105 -0.911
H -4.704 -3.874 0.321
H -4.572 -5.389 0.848
H -2.746 -3.786 1.455
H -1.780 -6.248 1.344
H -0.616 -5.226 0.736
H -1.432 -6.178 -0.352
H -1.438 -2.907 0.185
*
```

---

[6]
This record from the Open Molecules 2025 dataset describes a 2-piece molecular cluster, C3H10O2S2 overall. The level of theory is wB97M-V/def2-TZVPD.

The value obtained for the total energy is -29038.46290 eV. The SMILES is OCCCSS.O. The value obtained for the relative energy (zero: lowest compared OMol25 entry of this formula, charge and spin) is 6.6 kJ/mol.

Structure (ORCA input):
```
! RIJCOSX wB97M-V def2-TZVPD def2/J DEFGRID3
* xyz 0 1
O -2.057 -0.544 0.031
C -1.904 0.235 -1.168
C -0.695 1.139 -1.121
C 0.659 0.444 -1.100
S 1.255 -0.117 0.521
S 0.631 1.202 1.899
H -1.464 -1.306 0.004
H -2.809 0.849 -1.210
H -1.844 -0.419 -2.030
H -0.765 1.831 -0.278
H -0.713 1.806 -1.987
H 1.393 1.080 -1.587
H 0.601 -0.483 -1.681
H -0.593 0.705 2.153
O 0.170 -3.146 -1.507
H 0.186 -2.806 -0.606
H 1.048 -3.026 -1.873
*
```